ORCA calculation (ωB97M-V with the def2-TZVPD basis set) on a molecular structure, C37H34BiN3O2S2Te.

Calculated values
* relative energy (zero: lowest compared OMol25 entry of this formula, charge and spin): 0.763 eV
* spin multiplicity: 2
* charge: +1
* HOMO-LUMO gap (alpha / beta): 7.0 / 5.9 eV
* ⟨S²⟩: 0.76
* electronic energy: -3023.81404 hartree
* largest force on an atom: 0.6 eV Å⁻¹

CARTESIAN COORDINATES (ANGSTROEM)
C1 -3.996 -1.142 -3.984
C2 -4.648 2.055 -2.034
Bi1 1.021 0.028 -0.047
C3 0.213 -0.914 -2.919
C4 -1.678 3.268 -3.240
C5 1.408 -2.937 3.096
C6 -4.111 0.696 -2.420
H1 4.539 -2.070 2.171
H2 2.081 -5.158 -3.092
N1 -0.037 3.338 1.859
H3 0.601 2.493 3.608
C7 -0.900 2.450 -2.450
C8 2.249 -4.116 3.563
H4 -5.144 0.637 -4.299
H5 -0.688 4.288 0.166
C9 1.171 -3.221 -3.088
C10 -4.474 0.108 -3.631
S1 -0.622 -0.914 -4.418
C11 2.307 -2.902 -0.571
H6 -1.732 0.905 -0.335
C12 -2.597 2.802 5.312
H7 3.113 -4.868 -0.867
C13 2.505 -4.076 -1.286
H8 -4.335 2.813 -2.749
H9 0.632 0.676 5.426
C14 -1.206 1.084 4.391
C15 -2.783 0.664 -0.293
C16 0.982 -2.041 -2.375
C17 -1.140 0.716 -4.124
C18 -0.958 0.111 3.362
C19 1.381 5.621 2.519
C20 1.377 4.518 3.357
C21 4.003 -2.495 3.020
C22 -0.634 1.159 -2.902
H10 1.760 -5.059 3.322
H11 -3.083 1.686 3.539
H12 4.359 -4.618 3.291
O1 -0.694 2.271 1.549
H13 3.503 -4.220 1.809
C23 -3.250 0.015 -1.564
O2 2.343 -0.694 1.906
H14 -1.906 4.270 -2.901
S2 2.493 -1.490 3.190
C24 0.663 3.391 3.013
H15 -2.133 -1.786 -1.231
H16 -4.293 -1.588 -4.924
C25 1.930 -4.241 -2.540
H17 4.591 -2.321 3.920
H18 0.214 2.393 7.162
C26 -2.784 -1.252 -1.916
Te1 -3.827 2.516 -0.111
H19 0.599 6.388 0.661
C27 -3.151 -1.829 -3.120
C28 -1.930 1.540 -4.920
C29 1.539 -1.871 -1.098
H20 -2.800 3.480 -5.062
H21 -2.327 1.191 -5.863
C30 -1.667 2.999 6.324
H22 2.377 -4.087 4.648
H23 -5.735 2.054 -1.985
H24 -1.849 3.748 7.082
H25 2.773 -2.778 0.395
H26 -2.789 -2.815 -3.381
H27 -0.520 2.784 -1.489
N2 0.120 0.198 -2.240
C31 -0.059 4.411 1.038
N3 -0.787 -0.618 2.491
H28 1.936 6.511 2.775
H29 1.925 4.517 4.289
H30 1.126 -3.017 2.045
C32 0.644 5.554 1.347
C33 -0.505 2.239 6.370
C34 -2.190 2.817 -4.464
H31 -3.499 3.397 5.279
H32 -2.932 0.040 0.584
C35 -2.372 1.843 4.339
C36 3.601 -3.962 2.865
H33 0.735 -3.345 -4.072
C37 -0.269 1.278 5.402
H34 0.514 -2.745 3.682